Entry 1:
Computed, not measured: a structure of composition C29H50AsCdF6N3OPSi3 at a distorted geometry, with ωB97M-V/def2-TZVPD.

Expectation value of S²: 0.76
LUMO level (alpha / beta) in Ha: 0.0050 / -0.1196
Spin multiplicity: 2
HOMO energy (alpha / beta) in eV: -7.51 / -7.38
Maximum force in eV Å⁻¹: 1.37
Kohn-Sham gap (alpha / beta) in eV: 7.6 / 4.1
Charge: 0

Each line ends with the Löwdin charge.
Atoms and positions in Å:
Cd: -0.339 0.192 0.515  1.451
C: -2.650 1.006 -3.301  -0.178
Si: -1.503 1.771 -1.961  0.474
C: 0.178 0.915 -2.308  -0.231
C: -1.381 3.614 -2.407  -0.157
C: -2.176 1.492 -0.186  -0.429
Si: -2.282 2.888 1.116  0.467
C: -1.817 2.145 2.824  -0.166
C: -4.132 3.421 1.155  -0.167
C: -1.307 4.513 1.021  -0.164
Si: -3.540 0.185 -0.014  0.524
C: -4.121 -0.366 1.723  -0.151
C: -5.165 0.577 -0.950  -0.142
C: -2.771 -1.412 -0.724  -0.322
C: -3.538 -2.522 -1.059  -0.054
C: -2.920 -3.701 -1.434  -0.045
C: -1.535 -3.736 -1.470  -0.036
C: -0.841 -2.588 -1.127  -0.138
N: -1.440 -1.464 -0.767  -0.027
H: -2.164 1.055 -4.269  0.035
H: -3.577 1.558 -3.387  0.018
H: -2.887 -0.033 -3.105  0.014
H: 0.746 1.515 -3.013  0.042
H: 0.036 -0.079 -2.725  0.009
H: 0.798 0.835 -1.416  -0.057
H: -1.352 3.731 -3.486  0.038
H: -0.466 4.026 -2.005  0.008
H: -2.219 4.188 -2.031  0.026
H: -2.198 1.140 2.974  0.001
H: -2.196 2.766 3.632  0.040
H: -0.731 2.117 2.916  0.024
H: -4.773 2.663 1.587  0.009
H: -4.498 3.637 0.158  0.026
H: -4.240 4.321 1.751  0.032
H: -0.262 4.361 1.260  0.006
H: -1.711 5.212 1.749  0.039
H: -1.352 4.989 0.051  0.015
H: -4.505 0.459 2.311  0.024
H: -3.298 -0.818 2.263  -0.011
H: -4.910 -1.108 1.641  0.040
H: -5.697 1.380 -0.455  0.024
H: -5.821 -0.287 -0.963  0.031
H: -4.993 0.878 -1.973  0.005
H: -4.612 -2.454 -1.002  0.103
H: -3.501 -4.577 -1.679  0.111
H: -1.003 -4.634 -1.747  0.107
H: 0.245 -2.564 -1.124  0.038
O: -1.020 -1.299 2.052  -0.204
C: -0.780 -1.289 3.309  -0.408
C: -1.705 -1.894 4.206  -0.027
C: -1.503 -1.905 5.559  -0.093
C: -0.372 -1.304 6.111  -0.105
C: 0.563 -0.730 5.278  -0.050
C: 0.406 -0.723 3.888  -0.104
C: 1.445 -0.201 3.035  -0.271
N: 1.441 -0.139 1.703  -0.006
C: 2.671 0.290 1.317  -0.199
C: 3.444 0.512 2.415  -0.056
N: 2.666 0.193 3.490  0.125
H: -2.573 -2.371 3.772  0.106
H: -2.232 -2.373 6.204  0.101
H: -0.227 -1.297 7.181  0.095
H: 1.439 -0.281 5.726  0.098
H: 2.907 0.433 0.282  0.042
H: 4.450 0.863 2.502  0.120
H: 2.943 0.268 4.453  0.149
F: 1.160 2.514 0.216  -0.269
P: 2.338 3.664 -0.252  0.188
F: 1.154 4.688 -0.615  -0.156
F: 2.245 3.043 -1.744  -0.159
F: 2.337 4.162 1.280  -0.148
F: 3.503 2.601 0.098  -0.163
F: 3.434 4.741 -0.686  -0.130
C: 2.739 -4.308 -0.623  -0.183
C: 2.801 -3.600 -1.971  -0.459
As: 2.747 -1.609 -1.757  1.223
C: 4.546 -1.324 -0.948  -0.451
C: 5.759 -1.971 -1.597  -0.166
C: 3.126 -1.058 -3.644  -0.430
C: 3.737 -2.074 -4.602  -0.179
H: 2.660 -5.388 -0.754  0.069
H: 1.880 -3.972 -0.038  0.053
H: 3.638 -4.102 -0.043  0.060
H: 1.938 -3.891 -2.579  0.055
H: 3.695 -3.914 -2.510  0.048
H: 4.466 -1.660 0.091  0.050
H: 4.701 -0.241 -0.913  0.059
H: 5.639 -3.050 -1.687  0.057
H: 6.645 -1.786 -0.988  0.071
H: 5.943 -1.554 -2.586  0.058
H: 3.772 -0.179 -3.569  0.065
H: 2.177 -0.708 -4.064  0.040
H: 4.689 -2.450 -4.235  0.049
H: 3.917 -1.609 -5.574  0.070
H: 3.071 -2.924 -4.754  0.061

---

Entry 2:
Computed, not measured: a structure of composition C29H50BBrFN12O5S2 at a distorted geometry, with ωB97M-V/def2-TZVPD.

LUMO level in Ha: -0.1214
Spin multiplicity: 1
HOMO energy in eV: -10.79
Maximum force in eV Å⁻¹: 8.35
Kohn-Sham gap in eV: 7.5
Charge: +1

Each line ends with the Löwdin charge.
Atoms and positions in Å:
C: -3.470 -0.118 0.025  -0.046
C: -2.567 -0.944 -0.894  -0.141
N: -1.288 -0.277 -1.255  0.071
C: -1.222 1.036 -1.400  -0.360
N: -1.899 1.820 -2.268  0.077
S: -2.989 1.399 -3.461  0.608
O: -4.252 1.141 -2.869  -0.205
O: -2.807 2.394 -4.460  -0.211
F: -2.458 0.069 -3.963  -0.073
N: -0.282 1.719 -0.652  0.064
C: 1.026 1.505 -1.289  -0.665
Br: 1.218 2.873 -2.654  0.740
C: 1.144 -0.002 -1.753  -0.564
S: 1.162 -0.201 -3.572  0.770
C: 0.051 -0.925 -0.971  -0.320
C: 0.588 -0.955 0.472  -0.126
C: -0.335 -1.353 1.642  -0.134
C: -0.230 -0.429 2.876  -0.164
C: -1.394 0.513 3.087  -0.274
O: -2.603 -0.233 3.095  -0.080
C: 0.099 -2.314 -1.632  -0.026
B: -0.294 -3.572 -0.704  -0.674
O: 0.708 -4.096 0.039  0.145
O: -1.552 -4.142 -0.665  0.157
H: -3.936 -0.800 0.735  0.090
H: -2.907 0.601 0.621  0.068
H: -4.281 0.350 -0.525  0.068
H: -2.398 -1.923 -0.460  0.102
H: -3.153 -1.127 -1.797  0.114
H: -1.694 2.818 -2.242  0.133
H: -0.280 1.309 0.279  0.121
H: 1.823 1.749 -0.592  0.074
H: 2.113 -0.362 -1.412  -0.017
H: -0.007 -0.791 -3.776  -0.162
H: 1.404 -1.678 0.435  0.102
H: 1.094 -0.028 0.749  0.088
H: -1.395 -1.464 1.411  0.100
H: -0.002 -2.321 2.009  0.083
H: -0.231 -1.086 3.750  0.101
H: 0.723 0.110 2.899  0.125
H: -1.384 1.343 2.363  0.107
H: -1.265 0.984 4.068  0.117
H: -3.357 0.357 2.935  0.094
H: -0.522 -2.308 -2.527  0.100
H: 1.142 -2.488 -1.885  0.122
H: 0.555 -4.343 0.983  0.029
H: -2.123 -3.769 -1.359  0.100
C: 3.619 -4.234 1.698  -0.066
C: 3.607 -2.798 1.905  -0.254
N: 3.628 -1.649 1.982  0.147
H: 4.479 -4.712 2.167  0.089
H: 2.714 -4.686 2.080  0.029
H: 3.665 -4.438 0.628  0.090
C: 4.302 6.275 -3.210  -0.072
C: 3.980 5.402 -2.093  -0.294
N: 3.718 4.715 -1.205  0.108
H: 4.790 5.719 -4.009  0.083
H: 3.403 6.736 -3.617  0.076
H: 4.972 7.076 -2.898  0.075
C: 0.586 0.552 -8.162  -0.058
C: 0.483 -0.405 -7.072  -0.257
N: 0.411 -1.164 -6.207  0.103
H: 0.748 0.036 -9.107  0.088
H: -0.327 1.139 -8.242  0.085
H: 1.420 1.232 -7.994  0.087
C: -3.092 5.835 -4.025  -0.059
C: -1.837 6.485 -3.676  -0.262
N: -0.845 7.000 -3.394  0.142
H: -2.971 4.754 -4.041  0.044
H: -3.872 6.081 -3.305  0.089
H: -3.439 6.145 -5.010  0.092
C: 1.524 9.195 -1.851  -0.079
C: 2.888 9.535 -2.231  -0.283
N: 3.971 9.787 -2.538  0.129
H: 0.810 9.805 -2.401  0.083
H: 1.311 8.149 -2.068  0.048
H: 1.372 9.363 -0.786  0.084
C: 5.377 0.529 -0.732  -0.015
C: 3.942 0.355 -0.575  -0.098
N: 2.805 0.210 -0.447  0.053
H: 5.590 1.355 -1.408  0.091
H: 5.840 0.740 0.231  0.095
H: 5.828 -0.375 -1.139  0.093
C: -0.896 -6.507 3.895  -0.051
C: -0.090 -5.523 3.206  -0.163
N: 0.564 -4.723 2.692  0.158
H: -0.437 -7.493 3.843  0.097
H: -1.008 -6.256 4.948  0.030
H: -1.887 -6.571 3.446  0.097
C: -1.282 -1.910 6.731  -0.048
C: -2.135 -3.005 7.165  -0.182
N: -2.825 -3.866 7.502  0.154
H: -1.303 -1.089 7.448  0.091
H: -0.248 -2.235 6.627  0.090
H: -1.618 -1.527 5.767  0.067
C: -3.497 -6.346 7.869  -0.109
C: -2.264 -6.845 7.284  -0.259
N: -1.286 -7.246 6.821  0.125
H: -3.418 -6.319 8.954  0.090
H: -3.706 -5.337 7.518  -0.005
H: -4.335 -6.987 7.600  0.083

---

Which of these has the highest charge? C29H50BBrFN12O5S2